{"formula": "C13H21F16N2O8P2S2", "method": "wB97M-V/def2-TZVPD", "elements": ["C", "S", "O", "O", "C", "S", "O", "P", "N", "O", "C", "P", "N", "O", "O", "H", "H", "H", "H", "H", "H", "H", "H", "H", "H", "H", "H", "H", "C", "C", "C", "F", "F", "F", "F", "O", "C", "C", "F", "F", "F", "F", "H", "H", "H", "H", "C", "C", "C", "F", "F", "F", "F", "O", "C", "C", "F", "F", "F", "F", "H", "H", "H", "H"], "coordinates": [[-1.1086, 2.8372, 2.8849], [-1.6780, 1.0595, 3.0402], [-3.0180, 0.9561, 2.2123], [-2.0334, 0.6047, 4.4757], [-0.4196, -0.0069, 2.1532], [-1.5598, -1.0790, 1.0574], [0.4339, 0.6258, 1.1088], [2.1295, 0.1897, 1.4069], [2.4157, 1.8648, 0.7686], [1.7251, -1.2590, 2.2851], [0.4194, -1.1501, 2.9635], [0.9273, -0.8936, 4.7892], [2.4824, -1.4121, 4.9447], [-0.0494, -1.9852, 5.7637], [0.8802, 0.7692, 5.3266], [-1.3103, 3.5127, 3.8191], [0.0512, 2.8051, 2.6129], [-1.6324, 3.2738, 1.9051], [-1.0200, -1.1348, -0.2373], [2.3572, -0.4655, 0.1434], [3.5564, 0.0028, 1.6597], [2.0131, 0.8835, 2.6841], [1.9043, 2.5483, 1.4004], [2.0264, 1.8900, -0.2032], [-0.0917, -2.2125, 2.8995], [2.5228, -2.2225, 5.6075], [0.3336, -2.8969, 5.5056], [1.7533, 1.2398, 5.1835], [1.7476, 5.9498, -2.0594], [2.2670, 6.7875, -3.2362], [1.3861, 6.7631, -4.4798], [1.2628, 5.5203, -4.9983], [1.9243, 7.5332, -5.4634], [3.5413, 6.4120, -3.5258], [2.3553, 8.0852, -2.8013], [2.3225, 4.6483, -1.9130], [1.7185, 3.6219, -2.6987], [2.6809, 3.0200, -3.7302], [3.1332, 3.9600, -4.6001], [2.0636, 2.0669, -4.4787], [0.5774, 4.0952, -3.2533], [1.3335, 2.6612, -1.8155], [2.0458, 6.4792, -1.1456], [0.6521, 5.9232, -2.0121], [0.3867, 7.1530, -4.2662], [3.5470, 2.5680, -3.2411], [-3.1351, -6.7336, -1.9483], [-2.1810, -7.1829, -0.8329], [-2.6700, -6.9000, 0.5828], [-2.8372, -5.5783, 0.8146], [-1.7630, -7.3344, 1.4987], [-0.9525, -6.6419, -1.0488], [-2.0149, -8.5379, -0.9640], [-2.8370, -5.4758, -2.5607], [-3.3502, -4.3298, -1.8832], [-2.2445, -3.3991, -1.3697], [-1.4241, -4.0339, -0.4928], [-2.7692, -2.3345, -0.7055], [-4.2004, -4.7294, -0.9078], [-4.1141, -3.6733, -2.7979], [-3.0257, -7.4610, -2.7626], [-4.1897, -6.8095, -1.6569], [-3.6146, -7.4124, 0.7863], [-1.6330, -3.0248, -2.1940]], "forces_ev_per_angstrom": [[1.348, 1.042, -1.381], [-6.865, -0.303, 1.308], [4.802, 1.077, 2.215], [2.554, 1.267, -3.805], [1.453, -2.195, -4.033], [0.063, -0.080, -0.077], [-2.707, -1.649, 3.446], [2.709, 2.514, 1.368], [-0.107, 0.273, -0.932], [-3.291, -0.020, 0.068], [1.519, 0.054, -0.799], [3.998, -1.006, 2.035], [-2.912, 0.142, 0.439], [1.302, 0.495, -1.969], [-0.253, -1.923, -1.054], [0.244, -1.780, -1.689], [-2.458, -0.044, 0.859], [0.925, -1.190, 2.344], [0.379, 0.804, 1.827], [-1.008, 0.119, -0.029], [-0.653, -0.283, 0.162], [-0.215, -0.078, 0.435], [0.712, -1.266, -1.484], [0.409, 0.397, 1.704], [0.754, 2.395, 0.300], [-0.092, 1.097, -0.668], [-0.754, 2.219, 0.531], [-1.074, -1.539, 0.008], [0.003, -0.042, 1.167], [0.911, -0.385, 0.491], [-0.247, 0.251, -0.922], [0.067, 0.612, -0.028], [0.130, 0.114, 0.272], [-0.464, 0.102, -0.170], [-0.469, -0.149, -0.273], [-0.727, -0.502, -1.731], [-0.629, 0.960, 1.865], [0.610, -0.323, -0.567], [-0.072, -0.224, 0.425], [-0.190, 0.249, 0.424], [0.270, -0.786, 0.045], [0.292, 0.363, -1.172], [0.187, -0.111, -0.311], [0.254, -0.021, -0.315], [0.048, -0.019, 0.181], [-0.166, 0.059, 0.223], [-0.319, -0.367, -1.047], [0.786, 0.348, -0.713], [0.125, 0.092, 1.143], [0.155, -0.645, 0.078], [0.002, -0.180, -0.365], [-0.451, -0.112, 0.278], [-0.417, 0.166, 0.308], [-0.329, 0.913, 1.565], [-0.861, -1.474, -0.883], [0.827, 0.409, 0.611], [-0.396, 0.095, -0.675], [-0.856, -0.989, -1.060], [0.163, 0.777, -0.455], [0.580, 0.097, 0.385], [0.250, 0.193, 0.210], [0.334, 0.136, 0.212], [-0.021, -0.038, -0.184], [-0.158, -0.108, -0.142]], "lowdin_charge": [-0.163, 0.741, -0.493, -0.402, -0.707, 0.843, -0.416, 0.428, -0.229, -0.416, -0.408, 0.757, -0.227, -0.275, -0.271, 0.087, 0.065, 0.096, -0.056, 0.007, -0.013, 0.006, 0.005, -0.022, 0.123, -0.041, 0.082, 0.076, -0.055, -0.432, -0.294, 0.084, 0.085, 0.125, 0.095, 0.034, -0.469, -0.258, 0.081, 0.091, 0.121, 0.117, 0.152, 0.146, 0.173, 0.179, -0.059, -0.431, -0.293, 0.091, 0.091, 0.129, 0.095, 0.030, -0.472, -0.274, 0.080, -0.045, 0.123, 0.136, 0.148, 0.145, 0.173, 0.178], "molar_mass_g_mol": 763.367, "energy_ha": -4296.17398, "gap_ev": 6.9, "total_charge": -1}